1.
A structure of composition C34H55ClN3OP2Ti. Source: the OMol25 dataset; level of theory: ωB97M-V with the def2-TZVPD basis set.

ORCA input file:
```
! wB97M-V def2-TZVPD RIJCOSX def2/J DEFGRID3
* xyz 1 3
H 1.09689 -3.49876 -2.02684
H -1.94671 -3.76688 1.07483
H -2.20779 5.09844 0.88451
H 3.28761 2.56372 -1.38966
H 0.09550 1.83787 3.11333
H -2.21798 2.20778 1.57665
H 0.79166 5.28981 -0.93098
H -0.02643 -4.11419 4.18093
C 2.27584 0.37809 -3.21173
H -0.59751 -3.85103 -2.38446
C -2.40935 2.51298 0.54370
H -0.53319 5.40068 0.47133
H -2.22792 -1.47754 1.98903
H 2.21332 1.14611 -3.98352
C 2.06100 4.17797 1.42344
C -2.54712 0.45280 4.78692
H 3.94953 -0.72249 -3.96099
N -1.62318 -0.34161 -0.79676
H -0.12659 -2.20157 -1.91801
C 3.26994 -0.57798 -3.15306
C -0.74414 1.16618 3.33325
H -0.46820 1.05664 -4.05009
H -2.25475 -4.21792 -0.60638
C -1.71755 -3.50158 0.03264
C -1.21088 4.62510 0.84268
H -2.10310 -2.14066 -3.53587
H 2.57416 5.39209 -1.04452
C -2.19132 -0.30206 -1.88449
C 1.94482 3.60207 0.01265
P 0.68196 -2.44192 0.90912
C 2.06814 -4.47258 2.43399
C -1.29352 3.37832 -0.04481
H 2.68642 -1.83446 3.12564
C 2.39698 -1.30546 -1.05242
H 1.18535 4.77097 1.72672
C -2.36029 0.08852 -3.35792
C 1.71608 4.69475 -1.07002
H -3.35444 3.08993 0.55521
H 2.92881 4.85856 1.40259
H -0.67924 -4.56133 2.61188
C -3.86552 0.41835 -3.34461
C -1.69513 3.70953 -1.47096
C 2.35641 -2.35037 0.04504
H 1.06169 -1.39063 3.69163
C -0.21430 -3.64251 -0.26175
H -2.10003 -1.28503 -5.07664
H -3.58861 -1.32234 4.07148
H -2.08692 -2.49191 -0.17275
N 1.54528 -0.28581 -1.01190
H -0.74631 -1.15178 -4.01111
Ti 0.07972 0.01418 0.59439
Cl -1.22358 2.70276 5.46779
C 0.15701 -5.11657 -0.06239
C 1.73703 -2.23188 3.50012
H 4.09590 3.55324 -0.18444
H 2.30912 -4.82095 3.44972
H -1.72481 2.22845 -3.70976
H -0.94237 -2.91191 3.24536
C -0.22255 -3.73757 3.16963
C 3.26037 2.86815 -0.33550
H -0.18307 -5.50302 0.90395
H 3.38829 1.99475 0.30412
H -1.89022 2.79092 -2.03343
H -0.94795 4.37842 1.88128
C -2.79098 -0.59083 3.88497
H 1.94263 -2.72093 4.46458
C 1.10599 -3.27553 2.56297
H -3.12924 0.59007 5.68822
H 2.61956 -3.35297 -0.34545
H -0.95539 4.30681 -2.01649
P 0.46615 2.38532 -0.12901
C -1.84062 -1.19232 -4.02910
H -2.57617 1.60902 -0.04833
H -4.23806 0.77293 -4.29744
H 2.24735 3.36168 2.13902
H 1.22330 -5.31962 -0.20177
C -1.52889 1.35535 4.49323
C -1.55605 1.20706 -4.04714
H 1.68380 4.20876 -2.06535
C 1.62963 0.44170 1.60810
H 3.11876 -2.11910 0.81370
C 1.24377 2.02927 -1.72508
H 0.60818 2.45718 -2.50445
C 3.34879 -1.39741 -2.04201
H 3.01279 -4.21689 1.93780
H -0.38027 -5.68433 -0.83545
H -1.84819 1.22442 -5.10467
H -4.12275 1.20414 -2.60089
C -2.03778 -0.70161 2.71878
H 4.07140 -2.20734 -1.92508
H 1.61814 -5.32344 1.91379
H -4.45126 -0.46646 -3.08829
C 1.62053 0.64271 -2.00011
N -1.04606 0.17821 2.42357
C 0.06619 -3.26407 -1.72956
H -2.64859 4.26479 -1.47255
O 2.58112 0.71765 2.28175
*
```

Results
Energy   -3560.1534 Eh
⟨S²⟩   2.01
HOMO energy (alpha / beta)   -8.718 / -8.724 eV
E_LUMO (alpha / beta)   -3.06 / -3.12 eV
Molar mass   667.10 Da
Gap between HOMO and LUMO (alpha / beta)   5.660 / 5.600 eV

Mulliken population analysis, charges in e, atoms 1 to 5: H 0.2580; H 0.2657; H 0.5329; H 0.2912; H 0.3842


2.
A structure of composition C38H49BrN4O4RuS3Si. Source: the OMol25 dataset; level of theory: ωB97M-V with the def2-TZVPD basis set.

ORCA input file:
```
! wB97M-V def2-TZVPD RIJCOSX def2/J DEFGRID3
* xyz 1 6
C 1.95375 -2.76826 -1.50776
H -3.19491 2.31028 3.39037
H -1.29844 4.52675 5.77630
H -6.62842 -1.18929 -1.34525
H 0.02077 1.19021 7.26989
Si -0.20164 2.04237 4.31098
H 1.63822 0.50550 7.25444
C -0.32672 2.82938 -1.29926
C -4.91393 -0.54056 -0.21768
H 2.23068 0.31999 3.64741
H 2.80338 0.57747 -3.88954
O 1.85237 4.36193 -6.58672
O -0.47609 2.06092 -0.34154
H -0.03396 -0.90346 -2.99604
H -2.70594 0.47632 5.08464
H 4.76423 1.94370 2.72183
S -2.30416 -1.46289 -3.71808
C -5.55667 -1.04663 -1.35696
H 0.83467 -1.32066 5.82279
C 1.36817 1.50999 -2.58124
C -1.06850 -0.90982 -2.68318
H -3.49100 1.58755 6.20337
C 1.82020 -4.15543 -1.36610
C 2.25242 0.62151 4.69304
H -3.06008 0.03561 0.69138
H -0.89180 3.27113 6.95029
Br -0.95719 0.91890 2.39995
C 3.66750 -3.12162 -3.12754
H -0.19662 4.48119 -3.33819
H -0.79381 -0.68838 5.62259
C 0.36918 -2.83613 0.08715
H 0.48574 5.34974 2.52131
H 5.61493 -1.03811 0.55957
H 4.40360 -2.73089 -3.81789
N 2.30688 -0.03308 1.10716
C 3.36626 0.39090 0.97961
N -1.43611 -0.53525 -1.49298
C -2.81443 -0.67064 -1.33148
H -0.89267 3.77115 -1.26859
H -0.78706 5.04289 3.69258
C -3.46216 -1.16872 -2.46347
H -5.50114 -0.30069 0.65820
C 2.59811 -5.03301 -2.10738
C 0.45093 3.62049 -3.44525
C 0.50335 2.63440 -2.44516
N 1.09075 -2.05511 -0.67171
H 0.19192 -1.04543 4.20546
C -4.84222 -1.36401 -2.49132
H 5.42014 0.29729 2.74896
H 2.99659 -1.17265 -2.47074
C 1.58705 4.19458 4.73913
H 1.26248 2.63280 1.66284
S 0.60862 -4.53104 -0.15768
H 2.52363 2.37391 2.87388
C -1.87169 2.50428 5.12728
H -2.58548 3.94863 3.61610
C -0.13114 4.56363 2.96765
H 2.11516 5.06185 4.33117
C 2.88999 -2.24446 -2.38992
C 1.77908 3.08133 2.51278
C 3.52147 -4.50297 -2.99349
C -2.52250 1.28356 5.79632
O 1.48037 0.58391 -1.68622
H 4.13811 -5.16831 -3.58182
H 4.09264 2.03863 -0.98638
C 0.97110 1.20281 6.73924
H 2.30820 3.96888 2.14927
C 0.83785 0.75725 5.27066
C 4.71642 0.93677 0.78708
Ru 0.27984 -0.03197 0.00781
C -1.62481 3.57829 6.20401
H 2.83676 1.53732 4.78952
O 0.41513 5.46302 -5.41601
H 6.53444 0.29285 -0.15814
H 1.40311 2.20058 6.83931
H 2.49079 -6.10318 -1.99305
C -3.55121 -0.34780 -0.19192
H 0.94422 4.55498 5.54256
C 5.53241 -0.10339 0.00563
H 3.97962 2.97272 0.51930
H 2.33586 3.53445 5.17734
H -5.33420 -1.75192 -3.37238
H 2.66645 2.32693 -5.63467
C 0.21530 -0.64856 5.22109
C 2.14734 1.42800 -3.76457
H -3.81426 3.31048 4.69756
C 5.34269 1.21075 2.15980
C 1.22164 3.49143 -4.56299
H 2.77960 -0.15996 5.24937
C 4.56802 2.23319 -0.02428
C -2.91170 3.05251 4.13591
H 5.07613 -0.31182 -0.96197
H -2.56483 3.76831 6.73005
H 6.34574 1.60916 2.00778
H 5.56092 2.64517 -0.20448
H -0.74531 4.13168 2.17439
C 2.07420 2.39307 -4.73278
N 1.15872 4.52312 -5.60514
S -0.68140 -2.07754 1.21788
C 0.79266 3.51798 3.60731
H -1.93550 0.88838 6.62308
*
```

Results
Energy   -6150.1380 Eh
⟨S²⟩   8.76
HOMO energy (alpha / beta)   -10.733 / -10.630 eV
E_LUMO (alpha / beta)   -2.94 / -4.58 eV
Molar mass   931.10 Da
Gap between HOMO and LUMO (alpha / beta)   7.796 / 6.047 eV
Energy relative to the best compared isomer or geometry (same formula, charge and spin)   30.2 kJ/mol

Mulliken population analysis, charges in e, atoms 1 to 5: C -1.3694; H 0.2862; H 0.3088; H 0.4077; H 0.3329


3.
A structure of composition C19H25FN2O6S4. Source: the OMol25 dataset; level of theory: ωB97M-V with the def2-TZVPD basis set.

ORCA input file:
```
! wB97M-V def2-TZVPD RIJCOSX def2/J DEFGRID3
* xyz 0 1
C -1.40720 6.74370 -1.58282
C -0.78613 -2.57967 2.14858
H -0.69172 -1.53372 1.90184
S 1.36553 -6.00914 1.57247
H 1.46089 -1.23876 2.50974
C -2.03076 -4.35978 3.12596
C 2.20493 -1.89274 2.05572
N -3.03665 -4.91871 3.78607
H 3.43066 -1.93036 3.81372
H -2.84750 6.10492 -4.10722
C -2.84831 6.92698 -2.07884
H -1.63377 1.35621 -2.65223
O -1.10799 4.20891 -3.67300
C 0.26819 -3.46980 1.75763
C -3.12674 5.81327 -3.09669
H 1.42293 2.60121 -1.10665
H -0.22825 4.92047 -1.20468
S -0.23777 0.96091 -0.77514
C 0.45089 1.21211 -3.33521
C 2.91343 -2.65460 3.17952
H -1.79237 4.98529 -0.35272
O 2.20201 -5.54226 0.52512
F 2.19722 -6.04864 2.89158
H -2.67445 -2.27374 3.07590
C 3.93762 -3.56298 2.66683
C 1.43121 -2.79585 1.07800
H -1.19700 7.35992 -0.71031
H 5.34054 -5.13950 1.91363
H 0.99664 -2.10242 0.35365
H 2.07602 -3.47056 0.53146
H 2.59365 1.44946 -2.95330
H -3.00018 7.90867 -2.52434
O 0.75706 -7.28194 1.43972
S -2.66874 -6.47507 3.91637
H 2.09966 1.13295 -0.34788
N -1.26846 -6.51608 3.15658
O -0.97715 2.02269 -0.14352
C 4.77607 -4.29701 2.22995
H -3.53766 6.83827 -1.23738
H 2.92284 -1.29537 1.50053
C -0.74198 0.75733 -2.48430
O -2.88970 3.35569 -2.12986
C -1.91305 -2.98595 2.79872
S -2.07480 4.43351 -2.62295
H 0.47547 0.67834 -4.28383
C 0.15881 -4.80913 2.03031
C -1.00162 -5.28385 2.74646
H -0.70596 7.02594 -2.37120
H 0.35510 2.27439 -3.55854
C -1.25929 5.25929 -1.26205
O -0.16368 -0.34936 -0.16323
C 1.72364 0.96542 -2.51245
H 1.92909 -0.10599 -2.45320
H -4.16021 5.47802 -3.08088
C 1.43132 1.51170 -1.11833
H 2.20075 -3.18061 3.81315
H -0.96650 -0.29773 -2.63026
*
```

Results
Energy   -2992.4771 Eh
HOMO energy   -9.402 eV
E_LUMO   -0.69 eV
Molar mass   524.68 Da
Gap between HOMO and LUMO   8.714 eV

Mulliken population analysis, charges in e, atoms 1 to 5: C -0.7070; C -0.6543; H 0.3568; S 1.2788; H 0.4016


4.
A cluster of 15 separate species, C4H38N2O15 in total. Source: the OMol25 dataset; level of theory: ωB97M-V with the def2-TZVPD basis set.

ORCA input file:
```
! wB97M-V def2-TZVPD RIJCOSX def2/J DEFGRID3
* xyz 0 1
H 0.77103 2.12223 -1.81184
H 2.66287 1.90436 -3.21045
H -1.57707 3.22330 -0.40481
C -0.06414 -1.68391 -0.16982
N -0.69429 0.58803 0.43060
O -3.30968 -1.50996 -1.31998
H -3.23068 -2.35448 -1.49832
O 2.36207 3.43911 -1.40342
H -3.16869 -2.11377 3.29940
H -1.19443 3.91848 2.08138
H -1.32512 -1.73360 4.63471
H -3.56094 0.55895 -0.41125
H -0.38070 2.85041 -2.50196
O -2.41922 -0.26012 3.74862
O 0.28726 2.19711 -2.63732
O -1.65007 3.55169 1.29736
O -0.40290 -2.09497 4.86658
C 1.82222 1.30488 1.70445
H 1.13259 -4.31141 2.19936
C 1.45134 -0.10100 1.45874
C 0.54894 -0.23224 0.21571
H 2.06850 2.90107 -0.63939
H -2.34582 -0.04589 2.91478
H 0.53175 -0.10917 -4.55650
H -3.06570 0.32303 4.27329
H -1.14285 0.96765 -0.45541
H 3.52658 -3.06524 -0.79438
H -1.52481 2.64501 1.58856
O 3.34421 1.33043 -3.62341
H -0.23948 0.47602 -3.12683
H 3.36769 -0.38907 -3.24378
H -0.26965 -2.82060 -2.07307
O 2.98230 -1.18573 -2.67534
H -1.57367 4.50549 -1.15310
H 1.03999 0.16516 -0.65527
H 1.56978 1.47692 2.76401
H 0.74307 -2.39883 -0.01357
O 3.27568 -2.24837 -0.27441
H -0.07253 -1.31406 -2.20909
O 2.39398 2.01606 0.89037
H -2.53704 -1.13076 -1.63937
H 3.85742 1.43840 -2.77563
O -1.36365 3.67191 -1.23492
N -0.58411 -1.92063 -1.62032
H 0.05239 -2.06391 4.03267
H -0.74465 -2.11149 0.48066
O 0.10713 -0.25683 -3.69866
O -3.86352 -2.28411 2.62961
H 3.35566 -1.60544 -0.98202
H 2.50757 -0.53927 1.54932
H 0.81642 -0.42367 2.25467
H 2.81495 4.19742 -0.98230
H -3.75909 -1.42571 2.11749
H 2.01280 -3.15295 1.59902
O 1.46838 -3.37431 2.25893
H 2.07881 -1.00015 -3.00813
H -3.81549 -0.65188 0.34621
H -1.46127 -0.16801 0.68530
O -3.61214 0.30837 0.48231
*
```

Results
Energy   -1413.1566 Eh
HOMO energy   -9.709 eV
E_LUMO   -0.06 eV
Molar mass   354.35 Da
Gap between HOMO and LUMO   9.652 eV
Energy relative to the best compared isomer or geometry (same formula, charge and spin)   807.6 kJ/mol

Mulliken population analysis, charges in e, atoms 1 to 5: H 0.1480; H 0.3366; H 0.3829; C -0.9368; N 0.2567


5.
A structure of composition C24H28CaN5OS4. Source: the OMol25 dataset; level of theory: ωB97M-V with the def2-TZVPD basis set.

ORCA input file:
```
! wB97M-V def2-TZVPD RIJCOSX def2/J DEFGRID3
* xyz -1 1
H -3.59442 0.56014 -0.45593
C -3.13940 1.52002 -0.17567
H 0.54043 1.22785 6.69101
N -1.93766 2.23116 -2.60027
C 1.26367 1.02899 3.36002
Ca 1.61333 0.19791 -0.17262
N 0.16066 1.59390 -1.71376
C -0.81632 -4.90428 2.31927
H -0.13630 -1.15862 3.53992
H -0.83510 -5.76517 2.97672
N -1.71633 1.52023 -0.39975
C -0.60939 -2.49280 2.09566
C -3.75441 2.64711 -0.98454
H -0.54505 -0.79959 -2.01805
H 3.28670 -1.35837 4.65221
C 2.23004 -0.00625 3.38790
H 1.73558 1.58209 -3.07124
C -1.10611 -4.02843 -1.26818
H -1.16404 -6.04689 0.54000
S 0.70556 1.80150 1.86587
S 3.02061 -0.67598 1.96628
C -1.45890 2.36050 -3.96910
H -4.84196 2.65014 -0.89742
H -2.20870 1.92131 -4.63582
S 2.41242 -1.23035 -2.59289
C -0.70370 -1.68685 -1.41586
C -0.93186 -3.93772 0.12991
H -0.22650 0.59944 -4.17225
C -3.36178 2.46679 -2.43775
H -3.37651 3.60018 -0.60897
H 2.24447 -0.59963 6.75545
C 2.55176 -0.56246 4.63631
H -1.09926 1.33395 0.38732
H -1.14085 -2.94637 -3.11137
C 1.01654 0.88088 5.78148
C -0.99182 -5.06944 0.97350
C 1.96471 -0.13810 5.81516
H -3.92525 1.62949 -2.87320
H -0.54419 -3.52469 3.95330
H -1.38450 3.42491 -4.22480
C -1.12384 1.78078 -1.58815
C 0.68214 1.44538 4.56243
N -0.58585 -1.24671 2.64283
S 4.70411 0.28482 -3.83805
C -0.68215 -2.65276 0.67026
H 5.65316 1.18789 -1.26979
N -0.52307 -1.54989 -0.12130
H -3.30415 1.66409 0.89159
O 3.64856 0.69509 -1.45850
H 0.92324 3.13789 -2.93443
H -3.62086 3.35928 -3.01599
C 0.76019 2.05098 -2.95922
C 4.67609 1.66467 -1.22973
C 3.64712 -0.06817 -2.61056
H -0.36019 -0.47528 2.02712
C -0.11459 1.68657 -4.14529
H 4.47941 2.04820 -0.23029
H -0.06190 2.23170 4.51336
H 0.34106 1.99631 -5.08694
C -1.02070 -2.90929 -2.03693
H -1.30430 -4.99840 -1.71031
C -0.63804 -3.63198 2.87927
H 4.62838 2.45236 -1.97925
*
```

Results
Energy   -3551.0041 Eh
HOMO energy   -3.842 eV
E_LUMO   2.30 eV
Molar mass   570.87 Da
Gap between HOMO and LUMO   6.139 eV
Energy relative to the best compared isomer or geometry (same formula, charge and spin)   0.0 kJ/mol

Mulliken population analysis, charges in e, atoms 1 to 5: H 0.2372; C -0.6788; H 0.3385; N 0.2307; C -0.0104


6.
The molecule C5H9NS. Source: the OMol25 dataset; level of theory: ωB97M-V with the def2-TZVPD basis set.

ORCA input file:
```
! wB97M-V def2-TZVPD RIJCOSX def2/J DEFGRID3
* xyz 0 1
H 2.16358 -0.05245 -1.13849
C -0.64645 -1.04989 -0.06571
S -0.39288 1.70985 -0.18467
C -0.20632 0.20092 0.71555
H 0.12125 -1.82913 -1.79972
H 1.97542 0.35906 1.32449
H 1.15346 -1.17107 1.52523
H -0.09515 1.21846 -1.39379
H -0.26241 -1.89919 0.49083
N 0.17826 -0.95636 -1.28307
C 1.23647 -0.34136 0.88107
C -1.57809 -0.42346 0.90289
H 2.04931 -1.78270 -0.57016
H -2.45921 0.11175 0.61853
C 1.53435 -0.81470 -0.59174
H -1.64772 -1.04675 1.82704
*
```

Results
Energy   -648.7098 Eh
HOMO energy   -8.637 eV
E_LUMO   0.85 eV
Molar mass   115.20 Da
Gap between HOMO and LUMO   9.484 eV
SMILES string   S[C@]12CCN[C@@H]1C2
Energy relative to the best compared isomer or geometry (same formula, charge and spin)   376.4 kJ/mol

Mulliken population analysis, charges in e, atoms 1 to 5: H 0.2929; C -0.3455; S -0.3083; C 0.4670; H 0.3088